Record 1
The following is a quantum chemistry calculation of a structure of composition C24H28FeN10OS2 in a non-equilibrium geometry, from OMol25.

Cartesian coordinates (Å):
Fe1 -0.360 -0.953 0.938
N1 -3.045 -3.968 3.302
C1 -1.994 -3.221 2.911
S1 -1.697 -1.649 3.468
N2 -1.168 -3.839 2.050
N3 -0.209 -3.088 1.488
C2 0.842 -3.737 1.041
C3 1.831 -2.982 0.326
C4 3.015 -3.527 -0.222
C5 3.939 -2.703 -0.867
C6 3.683 -1.313 -0.851
C7 2.505 -0.837 -0.295
N4 1.583 -1.645 0.179
H1 -3.723 -3.677 3.983
H2 -3.155 -4.869 2.880
H3 0.884 -4.820 1.131
H4 3.229 -4.592 -0.066
H5 4.860 -3.119 -1.253
H6 4.448 -0.623 -1.263
H7 2.187 0.207 -0.316
O1 -0.575 0.998 0.371
C8 -0.272 2.169 0.833
C9 -1.018 3.329 0.427
C10 -0.706 4.611 0.811
C11 0.449 4.807 1.614
C12 1.155 3.702 2.088
C13 0.796 2.368 1.766
C14 1.274 1.270 2.525
N5 0.801 0.019 2.490
C15 1.529 -0.699 3.433
C16 2.480 0.103 3.959
N6 2.337 1.354 3.403
H8 -1.899 3.080 -0.166
H9 -1.390 5.434 0.537
H10 0.798 5.791 1.870
H11 1.989 3.939 2.764
H12 1.233 -1.711 3.589
H13 3.214 -0.097 4.727
H14 2.911 2.170 3.603
C17 -2.733 -3.251 -1.000
C18 -3.165 -1.970 -0.409
N7 -2.386 -1.079 0.246
C19 -3.269 -0.092 0.668
C20 -4.568 -0.420 0.336
N8 -4.471 -1.622 -0.350
H15 -2.008 -3.740 -0.344
H16 -2.270 -3.060 -1.975
H17 -3.639 -3.892 -1.179
H18 -2.852 0.778 1.121
H19 -5.519 0.116 0.447
H20 -5.182 -2.199 -0.745
S2 -0.083 -0.742 -2.461
C21 0.317 0.866 -2.892
N9 1.594 1.329 -3.014
C22 1.948 2.554 -3.759
C23 0.873 2.994 -4.735
C24 -0.475 2.988 -3.985
N10 -0.661 1.751 -3.196
H21 2.329 0.599 -3.036
H22 2.912 2.368 -4.250
H23 2.154 3.346 -3.014
H24 0.870 2.335 -5.617
H25 1.066 4.027 -5.075
H26 -1.318 3.047 -4.715
H27 -0.617 3.844 -3.321
H28 -1.604 1.443 -2.957

Atoms 1-6, force components in eV/Å:
-0.16 1.27 0.88
0.08 0.20 0.01
0.62 -0.19 -0.88
-0.08 0.75 -0.27
-0.49 -0.41 0.03
0.92 -0.62 -0.17

HOMO energy (spin up / spin down) = -9.98 / -9.93 eV
Energy = -98345.2619 eV
Maximum force = 0.0433 Eh/bohr
Relative energy (zero: lowest compared OMol25 entry of this formula, charge and spin) = 0.0 kcal per mole
Net charge = +1
2S+1 = 6

Results of the natural (NBO) charge analysis, in e, for atoms 1 through 4: 1.727 -0.768 0.267 -0.175

Record 2
The following is a quantum chemistry calculation of the molecule C3H6OS2 in a non-equilibrium geometry, from OMol25.

Cartesian coordinates (Å):
O1 1.550 1.564 0.103
C1 2.170 0.578 -0.161
S1 1.575 -1.062 -0.058
C2 -0.106 -0.717 0.549
C3 -1.023 -0.231 -0.600
S2 -2.727 0.060 -0.017
H1 3.274 0.615 -0.440
H2 -0.057 0.062 1.348
H3 -0.501 -1.620 0.924
H4 -0.588 0.603 -1.068
H5 -1.107 -1.026 -1.350
H6 -2.458 1.175 0.770

Atoms 1-6, force components in eV/Å:
-0.33 0.41 0.02
1.38 -0.10 -0.02
-0.26 -0.14 0.16
0.02 1.75 -0.68
-0.19 -1.47 1.02
0.49 0.97 0.48

HOMO energy = -9.29 eV
SMILES = O=CSCCS
Energy = -26925.9489 eV
Maximum force = 0.0366 Eh/bohr
Relative energy (zero: lowest compared OMol25 entry of this formula, charge and spin) = 11.4 kcal per mole
Net charge = 0

Results of the natural (NBO) charge analysis, in e, for atoms 1 through 4: -0.548 0.228 0.223 -0.536

Record 3
The following is a quantum chemistry calculation of a cluster of 13 separate species, C24H44Cl10F3N5O19 in total in a non-equilibrium geometry, from OMol25.

Cartesian coordinates (Å):
C1 -5.875 -23.180 -14.896
N1 -5.298 -24.168 -15.815
O1 -6.125 -24.846 -16.369
O2 -4.054 -24.169 -15.978
H1 -6.553 -23.617 -14.163
H2 -6.319 -22.513 -15.636
H3 -5.139 -22.526 -14.427
C2 2.040 -25.592 -19.059
N2 3.038 -26.067 -18.048
O3 2.601 -26.119 -16.858
O4 4.051 -26.589 -18.502
H4 2.199 -24.540 -19.294
H5 1.013 -25.761 -18.734
H6 2.273 -26.163 -19.958
C3 -3.248 -30.794 -20.619
N3 -2.969 -31.302 -19.209
O5 -1.959 -30.826 -18.719
O6 -3.690 -32.105 -18.669
H7 -2.882 -31.610 -21.242
H8 -2.703 -29.854 -20.701
H9 -4.327 -30.731 -20.756
C4 -1.609 -23.177 -13.564
N4 -1.284 -21.762 -13.914
O7 -0.919 -20.971 -13.065
O8 -1.410 -21.491 -15.049
H10 -2.692 -23.196 -13.445
H11 -0.962 -23.430 -12.724
H12 -1.193 -23.808 -14.349
C5 -0.264 -26.842 -21.380
N5 -0.654 -27.350 -20.066
O9 -1.828 -27.303 -19.755
O10 0.178 -28.023 -19.503
H13 -0.453 -27.697 -22.029
H14 0.813 -26.677 -21.422
H15 -0.816 -25.915 -21.537
C6 1.333 -27.781 -13.472
C7 1.671 -29.018 -12.661
O11 0.478 -29.365 -12.102
C8 -0.444 -28.482 -12.279
O12 -1.568 -28.509 -11.772
O13 0.067 -27.499 -12.966
F1 2.467 -28.712 -11.695
H16 1.251 -27.909 -14.551
H17 1.949 -26.900 -13.294
H18 2.224 -29.838 -13.119
C9 -6.683 -27.703 -17.528
C10 -7.804 -28.471 -18.259
O14 -7.347 -28.216 -19.555
C11 -6.025 -28.315 -19.532
O15 -5.237 -28.432 -20.473
O16 -5.577 -28.160 -18.296
F2 -8.996 -27.856 -18.189
H19 -6.739 -28.001 -16.481
H20 -6.701 -26.634 -17.739
H21 -7.882 -29.532 -18.020
C12 -1.799 -28.436 -16.339
C13 -2.870 -27.390 -16.173
O17 -2.134 -26.154 -16.303
C14 -0.881 -26.389 -15.937
O18 -0.009 -25.513 -16.024
O19 -0.684 -27.719 -15.800
F3 -3.354 -27.452 -14.956
H22 -1.583 -28.542 -17.403
H23 -2.153 -29.293 -15.766
H24 -3.611 -27.573 -16.951
Cl1 -5.772 -24.357 -20.151
C15 -4.185 -24.743 -19.561
C16 -3.382 -23.516 -19.235
Cl2 -3.011 -22.557 -20.699
H25 -3.702 -25.311 -20.356
H26 -4.262 -25.357 -18.663
H27 -2.453 -23.805 -18.744
H28 -3.884 -23.005 -18.413
Cl3 -4.420 -32.400 -13.556
C17 -4.410 -32.109 -15.314
C18 -5.843 -31.993 -15.823
Cl4 -6.693 -30.528 -15.265
H29 -3.916 -32.954 -15.793
H30 -3.832 -31.193 -15.444
H31 -6.432 -32.892 -15.645
H32 -5.812 -31.763 -16.888
Cl5 2.671 -32.356 -18.476
C19 1.338 -31.311 -17.797
C20 1.715 -30.642 -16.434
Cl6 3.271 -29.805 -16.511
H33 0.455 -31.908 -17.565
H34 1.055 -30.589 -18.562
H35 1.782 -31.422 -15.675
H36 1.031 -29.848 -16.133
Cl7 1.685 -22.959 -14.518
C21 2.571 -22.797 -16.019
C22 3.968 -23.244 -15.821
Cl8 4.790 -23.075 -17.446
H37 2.545 -21.780 -16.410
H38 1.955 -23.360 -16.721
H39 4.131 -24.226 -15.376
H40 4.283 -22.448 -15.146
Cl9 1.374 -33.942 -14.750
C23 0.543 -33.075 -13.562
C24 -0.912 -32.946 -14.000
Cl10 -1.100 -31.506 -15.048
H41 1.006 -32.089 -13.552
H42 0.771 -33.497 -12.583
H43 -1.453 -32.836 -13.060
H44 -1.383 -33.796 -14.494

Atoms 1-6, force components in eV/Å:
0.28 1.59 -0.09
2.26 0.39 0.83
0.54 -0.73 -0.60
-2.64 -0.40 -0.10
-0.03 -0.07 -0.52
-0.87 0.02 0.42

HOMO energy (spin up / spin down) = -12.19 / -12.19 eV
Energy = -205306.1487 eV
Maximum force = 0.1055 Eh/bohr
Net charge = +1
2S+1 = 2

Results of the Löwdin charge analysis, in e, for atoms 1 through 4: 0.048 -0.405 0.071 0.049